1.
{"formula": "C4H11NO", "method": "wB97M-V/def2-TZVPD", "energy_ha": -288.890501, "smiles": "CC(C)=N.CO", "e_above_lowest_kj_mol": 332.2, "multiplicity": 1, "max_force_ev_per_a": 3.92, "total_charge": 0, "symbols": ["C", "C", "C", "N", "H", "H", "H", "H", "H", "H", "H", "C", "O", "H", "H", "H", "H"], "xyz": [[1.31, -1.18, -0.16], [0.72, 0.18, -0.40], [1.49, 1.34, 0.46], [0.16, 0.59, -1.45], [1.45, -1.37, 0.91], [0.64, -1.95, -0.55], [2.30, -1.25, -0.61], [1.07, 2.32, 0.24], [1.65, 1.10, 1.51], [2.48, 1.35, 0.01], [-0.76, 0.31, -1.78], [-2.05, -0.20, 0.64], [-2.35, -0.85, -0.55], [-1.98, -0.97, 1.41], [-2.92, 0.41, 0.93], [-1.01, 0.46, 0.72], [-2.21, -0.28, -1.32]], "lowdin_charge": [-0.05, -0.49, -0.05, 0.10, 0.07, 0.08, 0.09, 0.06, 0.06, 0.06, 0.03, -0.18, -0.12, 0.08, 0.08, 0.12, 0.06]}

***

2.
{"formula": "C33H58F6NaO33P", "method": "wB97M-V/def2-TZVPD", "energy_ha": -4878.377841, "multiplicity": 1, "max_force_ev_per_a": 2.27, "total_charge": 0, "symbols": ["Na", "P", "F", "F", "F", "F", "F", "F", "C", "C", "O", "C", "O", "O", "H", "H", "H", "H", "C", "C", "O", "C", "O", "O", "H", "H", "H", "H", "C", "C", "O", "C", "O", "O", "H", "H", "H", "H", "C", "C", "O", "C", "O", "O", "H", "H", "H", "H", "C", "O", "C", "O", "O", "C", "H", "H", "H", "H", "H", "H", "C", "O", "C", "O", "O", "C", "H", "H", "H", "H", "H", "H", "C", "O", "C", "O", "O", "C", "H", "H", "H", "H", "H", "H", "C", "O", "C", "O", "O", "C", "H", "H", "H", "H", "H", "H", "C", "O", "C", "O", "O", "C", "H", "H", "H", "H", "H", "H", "C", "O", "C", "O", "O", "C", "H", "H", "H", "H", "H", "H", "C", "O", "C", "O", "O", "C", "H", "H", "H", "H", "H", "H"], "xyz": [[-3.20, -2.64, 0.95], [-0.35, -0.25, -0.44], [-1.10, 0.87, 0.46], [0.60, 0.83, -1.17], [0.72, -0.45, 0.74], [0.41, -1.35, -1.37], [-1.34, -1.39, 0.21], [-1.48, 0.00, -1.59], [3.93, -0.19, -0.80], [4.76, -1.03, -1.78], [5.56, -1.83, -0.94], [5.16, -1.74, 0.33], [5.62, -2.38, 1.22], [4.16, -0.87, 0.45], [2.87, -0.34, -0.99], [4.28, 0.84, -0.69], [5.26, -0.49, -2.57], [4.07, -1.68, -2.33], [2.17, 4.56, -3.49], [2.39, 4.15, -2.04], [2.15, 5.34, -1.31], [1.80, 6.36, -2.14], [1.50, 7.41, -1.68], [1.92, 5.98, -3.41], [1.39, 3.98, -3.98], [3.07, 4.58, -4.10], [3.44, 3.87, -1.91], [1.73, 3.34, -1.73], [0.36, 0.60, -4.47], [1.11, -0.57, -5.06], [2.38, -0.45, -4.42], [2.56, 0.82, -4.00], [3.56, 1.24, -3.51], [1.37, 1.48, -4.04], [-0.41, 0.33, -3.74], [-0.23, 1.08, -5.26], [1.34, -0.48, -6.13], [0.66, -1.53, -4.84], [3.32, 0.97, 2.82], [3.11, 2.24, 1.97], [4.40, 2.46, 1.47], [5.32, 1.75, 2.14], [6.49, 1.80, 1.93], [4.73, 0.91, 3.02], [3.03, 0.06, 2.30], [2.78, 1.07, 3.76], [2.73, 3.06, 2.58], [2.41, 1.96, 1.18], [2.16, -3.69, 0.33], [2.82, -4.51, -0.63], [2.22, -5.64, -0.92], [1.10, -5.96, -0.62], [3.09, -6.41, -1.57], [2.77, -7.77, -1.73], [1.70, -4.17, 1.20], [1.41, -3.05, -0.13], [3.00, -3.14, 0.76], [3.69, -8.34, -1.81], [2.14, -8.02, -2.59], [2.28, -8.17, -0.84], [-2.07, -2.24, -3.42], [-2.41, -3.62, -3.35], [-2.69, -4.15, -2.18], [-2.71, -3.59, -1.11], [-2.97, -5.43, -2.35], [-2.99, -6.23, -1.15], [-1.99, -1.99, -4.48], [-1.09, -2.06, -2.97], [-2.86, -1.65, -2.95], [-3.98, -6.18, -0.70], [-2.10, -6.09, -0.55], [-2.87, -7.24, -1.54], [0.53, -0.96, 3.73], [0.47, -0.63, 5.11], [0.77, -1.63, 5.93], [1.04, -2.77, 5.62], [0.84, -1.14, 7.16], [1.14, -2.08, 8.19], [0.64, -0.15, 3.00], [-0.26, -1.64, 3.43], [1.45, -1.48, 3.45], [2.21, -2.19, 8.34], [0.72, -3.06, 7.99], [0.70, -1.69, 9.11], [-2.30, 2.71, -3.41], [-2.40, 3.03, -4.81], [-1.72, 4.10, -5.21], [-1.16, 4.92, -4.55], [-1.84, 4.13, -6.54], [-1.04, 5.07, -7.23], [-3.08, 3.22, -2.85], [-1.31, 2.91, -3.00], [-2.36, 1.63, -3.51], [-1.44, 5.22, -8.23], [0.01, 4.76, -7.25], [-1.02, 6.03, -6.70], [-6.54, -0.15, 2.77], [-6.51, 0.36, 1.44], [-5.38, 0.19, 0.74], [-4.40, -0.37, 1.17], [-5.60, 0.72, -0.44], [-4.55, 0.95, -1.38], [-6.11, -1.14, 2.91], [-7.59, -0.29, 3.00], [-6.01, 0.56, 3.41], [-4.30, 0.00, -1.86], [-3.77, 1.55, -0.92], [-4.99, 1.53, -2.19], [-1.24, 3.86, -0.43], [-0.23, 4.25, 0.48], [-0.41, 4.17, 1.79], [-1.46, 3.88, 2.33], [0.71, 4.53, 2.38], [0.80, 4.64, 3.80], [-0.96, 4.35, -1.36], [-2.26, 4.10, -0.14], [-1.18, 2.77, -0.53], [0.32, 5.56, 4.11], [1.87, 4.73, 3.98], [0.46, 3.72, 4.28], [-2.58, -3.54, 5.83], [-2.71, -2.12, 5.86], [-2.83, -1.49, 4.72], [-3.04, -1.98, 3.63], [-2.67, -0.19, 4.92], [-2.51, 0.63, 3.76], [-3.46, -3.97, 5.35], [-2.52, -3.88, 6.85], [-1.65, -3.85, 5.36], [-1.96, 0.30, 2.88], [-2.04, 1.56, 4.07], [-3.52, 0.78, 3.36]], "lowdin_charge": [0.57, 0.22, -0.15, -0.15, -0.13, -0.16, -0.16, -0.17, -0.08, -0.11, 0.09, -0.61, 0.16, 0.03, 0.10, 0.13, 0.12, 0.13, -0.10, -0.12, 0.05, -0.58, 0.16, 0.07, 0.10, 0.13, 0.13, 0.11, -0.14, -0.09, 0.06, -0.54, 0.17, 0.05, 0.10, 0.13, 0.14, 0.13, -0.11, -0.09, 0.06, -0.59, 0.17, 0.08, 0.10, 0.13, 0.11, 0.13, -0.02, 0.03, -0.63, 0.12, 0.02, -0.06, 0.10, 0.08, 0.09, 0.09, 0.10, 0.10, -0.02, 0.04, -0.59, 0.08, 0.02, -0.01, 0.10, 0.08, 0.09, 0.10, 0.10, 0.10, -0.06, 0.03, -0.61, 0.12, 0.02, -0.04, 0.07, 0.09, 0.10, 0.10, 0.09, 0.09, -0.02, 0.00, -0.63, 0.15, 0.00, -0.04, 0.10, 0.08, 0.08, 0.09, 0.10, 0.10, -0.03, 0.01, -0.59, 0.11, 0.03, -0.01, 0.09, 0.10, 0.10, 0.09, 0.10, 0.10, -0.04, 0.01, -0.61, 0.11, -0.01, -0.02, 0.09, 0.10, 0.06, 0.10, 0.09, 0.10, -0.02, 0.03, -0.63, 0.10, 0.03, -0.01, 0.09, 0.10, 0.10, 0.08, 0.10, 0.08]}

***

3.
{"formula": "H20O10", "method": "wB97M-V/def2-TZVPD", "energy_ha": -764.368630, "e_above_lowest_kj_mol": 83.1, "multiplicity": 2, "max_force_ev_per_a": 1.13, "total_charge": -1, "symbols": ["O", "H", "H", "O", "H", "H", "O", "H", "H", "O", "H", "H", "O", "H", "H", "O", "H", "H", "O", "H", "H", "O", "H", "H", "O", "H", "H", "O", "H", "H"], "xyz": [[-3.08, -1.45, 1.63], [-3.73, -0.81, 1.94], [-2.29, -0.93, 1.48], [-1.10, -2.60, -0.30], [-1.02, -2.96, -1.18], [-1.82, -3.09, 0.10], [0.36, 0.20, 0.21], [0.93, 0.22, -0.56], [-0.22, -0.55, 0.06], [-1.98, 1.17, 1.65], [-1.82, 2.11, 1.76], [-1.57, 0.96, 0.81], [1.09, 1.36, -3.30], [0.57, 1.55, -4.08], [1.46, 2.20, -3.04], [-0.23, -2.66, 2.37], [0.43, -3.30, 2.09], [-0.84, -2.60, 1.63], [-2.11, 1.37, -1.07], [-2.35, 2.22, -1.42], [-1.15, 1.34, -1.14], [2.20, -1.17, -2.95], [3.05, -1.43, -2.59], [2.24, -0.22, -2.99], [2.77, 2.11, 0.11], [2.08, 2.76, 0.03], [3.31, 2.41, 0.83], [1.92, 0.77, 2.81], [1.47, 1.00, 1.99], [1.42, 0.02, 3.15]], "lowdin_charge": [-0.07, 0.03, -0.01, -0.06, 0.06, 0.04, -0.08, 0.02, 0.01, -0.09, 0.03, -0.04, -0.22, -0.01, -0.04, -0.06, 0.03, -0.04, -0.14, 0.02, -0.02, -0.12, 0.01, -0.04, -0.13, -0.01, 0.02, -0.09, -0.02, 0.02]}

***

4.
{"formula": "C16H16ClN3O", "method": "wB97M-V/def2-TZVPD", "energy_ha": -1319.002130, "smiles": "O=C(c1cccnc1)N1CCN(c2ccccc2Cl)CC1", "e_above_lowest_kj_mol": 52.1, "multiplicity": 1, "max_force_ev_per_a": 0.55, "total_charge": 0, "symbols": ["O", "C", "C", "C", "C", "C", "N", "C", "N", "C", "C", "N", "C", "C", "C", "C", "C", "C", "Cl", "C", "C", "H", "H", "H", "H", "H", "H", "H", "H", "H", "H", "H", "H", "H", "H", "H", "H"], "xyz": [[-1.83, -1.77, -1.90], [-1.60, -1.21, -0.85], [-2.35, 0.03, -0.46], [-3.73, -0.02, -0.29], [-4.42, 1.15, -0.01], [-3.69, 2.33, 0.07], [-2.38, 2.39, -0.12], [-1.73, 1.28, -0.38], [-0.67, -1.65, 0.03], [-0.49, -1.16, 1.38], [1.01, -1.23, 1.76], [1.83, -1.14, 0.57], [2.12, 0.12, 0.06], [2.79, 1.00, 0.93], [3.17, 2.27, 0.55], [2.91, 2.71, -0.73], [2.26, 1.87, -1.61], [1.86, 0.59, -1.23], [0.97, -0.31, -2.43], [1.67, -2.33, -0.25], [0.18, -2.76, -0.33], [-4.25, -0.96, -0.37], [-5.48, 1.15, 0.14], [-4.17, 3.28, 0.30], [-0.67, 1.38, -0.55], [-1.08, -1.77, 2.07], [-0.85, -0.13, 1.44], [1.24, -0.43, 2.45], [1.23, -2.19, 2.24], [3.03, 0.65, 1.92], [3.68, 2.91, 1.26], [3.20, 3.70, -1.05], [2.04, 2.19, -2.62], [2.09, -2.15, -1.23], [2.24, -3.13, 0.23], [-0.01, -3.60, 0.35], [-0.08, -3.06, -1.35]], "lowdin_charge": [0.05, -0.47, -0.13, 0.00, -0.05, -0.15, 0.07, -0.10, -0.06, -0.10, -0.13, -0.11, -0.24, -0.02, -0.08, -0.09, -0.12, -0.55, 0.79, -0.16, -0.12, 0.12, 0.10, 0.10, 0.11, 0.13, 0.11, 0.11, 0.12, 0.11, 0.10, 0.10, 0.10, 0.08, 0.12, 0.13, 0.12]}

***

5.
{"formula": "C4H9NO", "method": "wB97M-V/def2-TZVPD", "energy_ha": -287.700358, "e_above_lowest_kj_mol": 346.8, "multiplicity": 1, "max_force_ev_per_a": 5.41, "total_charge": 0, "symbols": ["C", "C", "C", "C", "N", "O", "H", "H", "H", "H", "H", "H", "H", "H", "H"], "xyz": [[-0.04, 0.85, 1.52], [0.44, 1.35, 0.21], [1.04, -1.07, -0.73], [-1.31, -0.51, -0.49], [0.05, -0.29, -0.02], [-0.91, 1.54, 2.08], [0.58, 0.14, 2.11], [-0.27, 1.97, -0.34], [1.50, 1.60, 0.20], [2.02, -0.90, -0.29], [-1.45, -0.16, -1.52], [0.81, -2.13, -0.65], [1.07, -0.80, -1.79], [-1.53, -1.58, -0.45], [-2.01, -0.01, 0.17]], "lowdin_charge": [-0.40, 0.02, -0.10, -0.10, -0.26, -0.03, 0.13, 0.12, 0.11, 0.08, 0.09, 0.08, 0.09, 0.09, 0.08]}

***

Question: Which value of multiplicity does entry 1 give?
Answer: 1

***

Question: Which formula does entry 5 have?
Answer: C4H9NO

***

Question: Among the records above, which one has the highest multiplicity?
Answer: H20O10